Version a
C20H23N3O3 | ωB97M-V with the def2-TZVPD basis set

ORCA input file:
```
! RIJCOSX wB97M-V def2-TZVPD def2/J DEFGRID3
* xyz 0 1
C -6.2882 1.3413 0.3707
C -5.5693 1.7808 -0.8848
O -5.8114 2.8365 -1.4383
N -4.6384 0.9188 -1.3636
C -4.2950 -0.3407 -0.7344
C -3.0410 -0.9124 -1.4108
N -1.9978 0.0739 -1.5010
C -1.0595 0.2266 -0.4834
C -1.0876 -0.4966 0.7101
C -0.0973 -0.3430 1.6589
C 0.9567 0.5516 1.4809
N 1.8725 0.7378 2.5103
C 3.2299 1.1726 2.2456
C 4.0154 0.1752 1.4235
C 4.4306 0.4743 0.1365
C 5.1098 -0.4488 -0.6562
C 5.3491 -1.6841 -0.1093
C 4.9353 -1.9964 1.1867
C 4.2710 -1.0881 1.9695
O 5.3047 -3.2821 1.4847
C 5.9614 -3.7711 0.3352
O 5.9875 -2.7672 -0.6554
C 0.9854 1.2778 0.2924
C 0.0072 1.1111 -0.6658
C -2.3832 1.2561 -2.2599
C -3.8870 1.2665 -2.5507
H -6.7513 0.3672 0.2320
H -7.0543 2.0763 0.6007
H -5.5922 1.2831 1.2053
H -5.1246 -1.0558 -0.8164
H -4.0830 -0.1764 0.3277
H -2.6821 -1.7828 -0.8630
H -3.2855 -1.2461 -2.4248
H -1.8834 -1.1941 0.9225
H -0.1495 -0.9221 2.5714
H 1.8268 -0.0057 3.1943
H 3.7143 1.3192 3.2158
H 3.1975 2.1384 1.7380
H 4.2326 1.4539 -0.2703
H 5.4321 -0.2083 -1.6551
H 3.9649 -1.3425 2.9714
H 6.9926 -4.0600 0.5952
H 5.4245 -4.6540 -0.0482
H 1.7784 1.9823 0.1020
H 0.0852 1.6712 -1.5845
H -2.1294 2.1517 -1.6834
H -1.8378 1.2922 -3.2127
H -4.1334 0.5735 -3.3628
H -4.2033 2.2685 -2.8466
*
```

- SMILES string = CC(=O)N1CCN(c2ccc(NCc3ccc4c(c3)OCO4)cc2)CC1

=====

Version b
C20H23N3O3 | ωB97M-V with the def2-TZVPD basis set

ORCA input file:
```
! RIJCOSX wB97M-V def2-TZVPD def2/J DEFGRID3
* xyz 0 1
C 1.2972 -3.8245 1.9211
C 1.7271 -3.8375 0.4805
C 2.7073 -4.7101 0.0245
C 3.0667 -4.6812 -1.3103
N 2.5185 -3.8658 -2.2080
C 1.5697 -3.0299 -1.7908
C 0.9295 -2.1492 -2.8265
C 1.1599 -2.9798 -0.4563
C 0.0730 -2.0247 -0.0540
O -1.1115 -2.2612 -0.2212
N 0.5067 -0.8740 0.5199
C -0.4308 0.1418 0.9551
C -1.0560 0.8994 -0.2241
C -0.0347 1.7124 -1.0117
C 0.4884 2.8578 -0.1902
C 1.7996 3.3078 -0.3215
C 2.2704 4.3584 0.4467
C 1.4273 4.9648 1.3699
C 0.1275 4.5132 1.5133
C -0.3543 3.4639 0.7351
C -1.7856 3.0299 0.9156
N -2.1177 1.7774 0.2418
C -3.4288 1.4081 0.2837
O -4.2785 2.1383 0.7639
C -3.8350 0.0712 -0.3383
O -5.0974 -0.3224 0.1258
H 0.2210 -3.6759 2.0101
H 1.5564 -4.7613 2.4111
H 1.7905 -3.0152 2.4637
H 3.1811 -5.4093 0.7014
H 3.8331 -5.3513 -1.6844
H -0.0940 -2.4768 -3.0173
H 0.8814 -1.1097 -2.4951
H 1.4967 -2.2036 -3.7517
H 1.4969 -0.7239 0.6096
H -1.2316 -0.3384 1.5210
H 0.0903 0.8322 1.6194
H -1.4899 0.1604 -0.8940
H 0.7884 1.0671 -1.3256
H -0.5120 2.0820 -1.9234
H 2.4540 2.8243 -1.0383
H 3.2907 4.7005 0.3327
H 1.7861 5.7832 1.9801
H -0.5301 4.9784 2.2394
H -2.0118 2.9450 1.9835
H -2.4568 3.8027 0.5357
H -3.8025 0.1749 -1.4319
H -3.1428 -0.7262 -0.0668
H -5.7337 0.3569 -0.1229
*
```

- SMILES string = Cc1ccnc(C)c1C(=O)NC[C@@H]1Cc2ccccc2CN1C(=O)CO

=====

Most stable: version b. Least stable: version a.

=====

Version a
C3H6O3 | ωB97M-V with the def2-TZVPD basis set

ORCA input file:
```
! RIJCOSX wB97M-V def2-TZVPD def2/J DEFGRID3
* xyz 0 1
O 0.8429 1.6317 -0.6889
C 1.1373 0.5315 -1.0930
O 1.2400 -0.6014 -0.3930
C 0.2499 -0.9139 0.6232
C -1.0424 -0.1666 0.2947
O -1.1377 1.0707 0.9346
H 1.3368 0.3389 -2.1537
H 0.1374 -2.0004 0.5433
H 0.6134 -0.6741 1.6285
H -1.0372 -0.0704 -0.8043
H -1.9317 -0.7502 0.5401
H -0.4087 1.6043 0.5685
*
```

- SMILES string = O=COCCO

=====

Version b
C3H6O3 | ωB97M-V with the def2-TZVPD basis set

ORCA input file:
```
! RIJCOSX wB97M-V def2-TZVPD def2/J DEFGRID3
* xyz 0 1
O 1.8576 1.3264 0.1817
C 1.0949 0.5799 0.7502
C 0.3717 -0.5181 -0.0018
O 0.6450 -0.4004 -1.3734
C -1.1357 -0.4035 0.2018
O -1.5963 0.8111 -0.3333
H 0.9108 0.6528 1.8391
H 0.7269 -1.4826 0.4010
H 1.3535 0.2644 -1.4427
H -1.6210 -1.2732 -0.2650
H -1.3822 -0.4084 1.2691
H -1.2250 0.8532 -1.2275
*
```

- SMILES string = O=C[C@H](O)CO

=====

Most stable: version b. Least stable: version a.

=====

Version a
C3H6O3 | ωB97M-V with the def2-TZVPD basis set

ORCA input file:
```
! RIJCOSX wB97M-V def2-TZVPD def2/J DEFGRID3
* xyz 0 1
C -1.5498 -1.5410 0.5306
C -1.9717 -0.6237 -0.3424
O -1.4771 0.6357 -0.4354
H -1.9106 -2.5981 0.4562
H -0.8438 -1.3085 1.3090
H -2.7574 -0.9384 -1.1642
H -0.9213 0.7695 -1.2883
O 2.2683 2.2140 0.9617
C 2.6082 1.4275 0.1197
O 1.9106 0.2750 -0.1694
H 3.5452 1.4797 -0.4159
H 1.0994 0.2083 0.4385
*
```

- SMILES string = C=CO.O=CO

=====

Version b
C3H6O3 | ωB97M-V with the def2-TZVPD basis set

ORCA input file:
```
! RIJCOSX wB97M-V def2-TZVPD def2/J DEFGRID3
* xyz 0 1
C -0.2457 2.3449 0.5284
C -0.9898 1.6601 -0.3292
O -0.5306 0.6393 -1.1207
H -0.5454 3.3233 0.8717
H 0.6703 1.9286 0.9250
H -2.0262 1.9392 -0.4894
H -1.0487 0.6263 -1.9317
O 0.3261 -2.2771 -0.5516
C 0.5807 -1.9435 0.5709
O 0.9266 -0.7168 0.9679
H 0.4850 -2.6525 1.4026
H 0.9787 -0.1660 0.1668
*
```

- SMILES string = C=CO.O=CO

=====

Most stable: version b. Least stable: version a.

=====

Version a
C3H6O3 | ωB97M-V with the def2-TZVPD basis set

ORCA input file:
```
! RIJCOSX wB97M-V def2-TZVPD def2/J DEFGRID3
* xyz 0 1
O 1.3910 0.3326 1.1094
C 0.1821 0.4595 1.1608
C -0.7834 -0.6526 0.7060
O -0.8183 -0.7926 -0.7006
C -0.0016 0.1845 -1.3139
O 1.3138 -0.1859 -1.4113
H -0.2460 1.3841 1.5877
H -1.7982 -0.4433 1.0674
H -0.4174 -1.5769 1.1699
H -0.1100 1.0911 -0.6704
H -0.4000 0.4139 -2.3008
H 1.6573 -0.1978 -0.4893
*
```

- SMILES string = O=CCOCO

=====

Version b
C3H6O3 | ωB97M-V with the def2-TZVPD basis set

ORCA input file:
```
! RIJCOSX wB97M-V def2-TZVPD def2/J DEFGRID3
* xyz 0 1
C -0.0348 -0.2831 -1.9508
C 0.7549 0.0009 -0.7147
C -0.2176 -0.3309 1.5597
O -0.1015 0.9488 -1.2784
O -1.4255 0.1694 1.2864
O 0.5980 0.2680 2.3701
H 0.3645 -0.4160 -2.9559
H -0.8582 -0.9505 -1.7788
H 1.8622 0.2355 -0.6724
H -0.0706 -1.5017 1.5777
H -1.5800 0.6647 0.4803
H 0.7085 1.1949 2.0768
*
```

=====

Version c
C3H6O3 | ωB97M-V with the def2-TZVPD basis set

ORCA input file:
```
! RIJCOSX wB97M-V def2-TZVPD def2/J DEFGRID3
* xyz 0 1
C -1.1870 0.6358 0.2297
C -0.1611 -0.3277 -0.1139
C 1.7547 0.3271 0.0355
O -0.8009 0.4341 -1.1012
O -2.3446 0.0949 0.5852
O -0.2749 -1.6250 -0.0625
H -1.0785 1.5801 0.5487
H 2.3463 -0.4669 0.2612
H 1.8711 1.0264 0.9458
H 1.9422 0.9750 -0.7777
H -2.4899 -0.4838 -0.2071
H 0.4227 -2.1700 -0.3436
*
```

=====

Version d
C3H6O3 | ωB97M-V with the def2-TZVPD basis set

ORCA input file:
```
! RIJCOSX wB97M-V def2-TZVPD def2/J DEFGRID3
* xyz 0 1
O 0.8508 -1.4063 -0.9322
C 0.2448 -0.5930 0.7802
C -0.0298 0.6891 0.1584
O 0.8834 1.1651 -0.6015
C -1.5138 0.9381 -0.1313
O -1.9118 1.6429 -1.0156
H 1.6969 -1.8630 -0.8241
H 1.2344 -0.7146 1.2055
H -0.5470 -1.2424 1.1522
H -0.0582 0.9044 1.3911
H 1.0844 -0.4410 -1.1519
H -2.2107 0.4057 0.5617
*
```

=====

Most stable: version a. Least stable: version b.

=====

Version a
C4H7N4 | ωB97M-V with the def2-TZVPD basis set

ORCA input file:
```
! RIJCOSX wB97M-V def2-TZVPD def2/J DEFGRID3
* xyz 1 1
C 0.7924 -1.5630 -1.5269
C 0.3253 -0.5744 -0.6979
C 0.9070 -0.0542 0.4782
C -2.1904 0.6344 -0.5255
N 1.1750 -2.3921 -2.2281
N -1.4190 -0.1846 -1.2920
N 1.8426 -0.7767 1.0842
N 0.5298 1.1218 0.9754
H -3.2254 0.2772 -0.6543
H -2.1985 1.6398 -0.9896
H -1.9499 0.7438 0.5382
H 2.1090 -1.6811 0.7189
H 2.3323 -0.4422 1.9017
H -0.0167 1.7606 0.4213
H 0.9865 1.4906 1.7967
*
```

=====

Version b
C4H7N4 | ωB97M-V with the def2-TZVPD basis set

ORCA input file:
```
! RIJCOSX wB97M-V def2-TZVPD def2/J DEFGRID3
* xyz 1 1
C 0.9331 1.9509 -0.5547
C 2.1473 -1.8505 1.9870
C 1.3887 -1.3033 1.2170
C -0.4704 -1.2163 -0.0638
N -0.1805 2.1189 -0.8842
N -1.3399 1.9052 -1.1170
N -1.5678 -0.7526 -0.5010
N 0.5332 -0.5513 0.4994
H 1.6859 2.6778 -0.4275
H 2.8932 -2.1863 2.6093
H -0.7343 -2.1817 0.3232
H -1.8346 2.1960 -1.8775
H -2.3073 -1.3908 -0.7312
H -1.8392 0.2112 -0.7696
H 0.6926 0.3726 0.2905
*
```

=====

Version c
C4H7N4 | ωB97M-V with the def2-TZVPD basis set

ORCA input file:
```
! RIJCOSX wB97M-V def2-TZVPD def2/J DEFGRID3
* xyz 1 1
N -2.5167 -0.7219 -0.0555
C -1.8432 0.4209 -0.2898
N -0.5710 0.4619 -0.1298
C 0.5534 0.7234 0.7136
C 1.9050 0.6230 -0.0899
C 1.8317 -0.8450 -0.4833
N 0.7999 -1.4551 -0.0309
N 0.0579 -0.6347 0.7329
H -3.5340 -0.5812 -0.1845
H -2.2430 -1.2591 0.7880
H -2.3077 1.2203 -0.9667
H 0.5159 1.2159 1.6885
H 2.9594 0.9959 0.3807
H 1.8015 1.2033 -0.9572
H 2.5911 -1.3676 -1.1163
*
```

- SMILES string = [NH2+]=CN1[C@@H]2CC=NN21

=====

Most stable: version c. Least stable: version b.